C39H106N9O10Pd | the ωB97M-V functional and the def2-TZVPD basis

CARTESIAN COORDINATES (ANGSTROEM)
O (0.582598, -0.818960, 4.370640)
H (3.699225, -1.623340, 1.173251)
N (-7.989434, -2.062115, -2.573688)
C (-1.092596, 2.649020, 3.368899)
H (-3.653764, -0.343269, -0.056350)
H (1.793165, -4.594112, -0.915278)
H (4.586021, -1.059102, -4.133105)
H (-3.442570, 5.283723, -1.381229)
H (4.481831, -4.939448, -0.690228)
C (-2.134627, 0.658010, -4.103998)
H (6.836488, -0.871484, -0.175590)
H (-1.363661, -0.725506, -1.431376)
C (1.537014, 5.917272, -0.735458)
H (-8.551669, 0.348372, -1.962834)
C (-1.253568, -3.923779, 1.928833)
N (0.504579, 4.487035, -2.429540)
C (6.402676, -4.631952, 1.326329)
C (-3.169067, -0.255976, -4.749953)
H (-3.351328, 4.829609, 0.389299)
H (-8.337714, 0.296628, -3.753906)
H (-0.699548, -5.968367, 1.714810)
H (1.475181, -2.937432, 5.717764)
H (1.110597, 2.113610, -5.969490)
H (1.142933, 4.116744, 2.401312)
H (1.121943, -3.365531, -0.304883)
N (1.822743, -4.051717, -0.063790)
H (-0.661389, 2.022881, 4.149997)
O (6.091289, 1.076274, 0.074794)
H (4.874308, 3.088509, 1.125720)
H (2.505479, -0.302679, -4.916348)
H (7.436263, 0.143151, 1.204164)
H (-4.026124, 1.451225, -0.228173)
C (-4.391312, 0.425844, -0.285700)
H (0.218858, 3.682972, -5.843634)
N (2.603284, -0.292866, -2.853603)
H (-1.191761, 4.645172, 2.580440)
H (1.997542, -1.759003, 1.072141)
C (0.111619, -1.469151, 6.679824)
H (-0.598788, -2.050206, 8.501548)
H (1.769131, 0.641204, 0.316833)
H (3.855219, -2.424702, -5.086208)
C (-6.144248, -0.806575, -1.332430)
C (-2.914687, 1.117263, 2.933319)
C (-3.211302, 4.514268, -0.644648)
N (3.182839, 2.627128, -1.733743)
H (2.401165, 2.294737, -1.187293)
H (-3.812786, 0.369994, -5.367923)
H (-0.023399, -3.693321, 6.378402)
H (-1.181900, 1.025732, 0.162477)
H (0.367017, -1.089880, -1.111963)
H (1.250066, 1.051397, 5.094101)
O (5.425806, -3.770598, 0.719599)
C (0.635142, 2.833059, -5.302841)
H (-2.757767, -1.089241, -5.319676)
H (1.058919, -3.224993, 7.447726)
C (-0.468437, -0.901153, 5.325918)
C (3.122981, -3.397628, 0.058545)
C (0.433285, 4.849887, -1.008950)
C (0.754438, 4.477619, 3.353651)
H (-0.915194, 5.618380, 0.379109)
O (-0.296407, 2.219841, -4.437699)
H (-1.970842, 2.102126, -5.636072)
N (-0.873338, -1.475404, 7.717767)
O (1.012943, -2.714085, -5.120449)
H (1.379826, -2.606104, -3.131020)
O (-2.526321, 2.473770, 3.318483)
C (2.475608, -1.032380, -4.107178)
H (-3.071134, -3.210509, 0.055385)
H (0.380404, -1.306537, -3.792703)
H (-0.933765, 0.030321, 5.648298)
C (0.696818, -2.881346, 6.478764)
H (-0.799146, 2.275864, 2.387705)
O (-5.145149, 0.189019, -1.459052)
H (3.689365, 4.170212, 0.341307)
H (0.951768, -0.827628, 6.945698)
H (2.060416, 0.336372, 3.651507)
H (3.859813, -5.194012, 0.851295)
H (1.684130, 6.062058, 0.334818)
H (-5.570043, -1.709245, -1.123707)
H (-3.887967, -0.737542, -4.087085)
H (1.245583, -4.407050, 3.189986)
C (6.575222, -0.161896, 0.609476)
H (-6.455959, -1.126724, -3.520962)
H (3.941619, -2.460334, -3.354836)
H (1.463821, 3.201895, -4.698396)
N (-2.838537, 1.544746, -3.211105)
H (1.262807, -4.791966, 1.605701)
H (-6.889821, -0.713846, -0.542723)
C (-0.567398, -0.723254, -0.687030)
C (-3.263446, -3.093908, 1.121930)
H (-7.338096, 1.264836, -2.908429)
H (-0.017337, -2.480701, -6.860256)
H (0.717440, 0.206300, 1.709909)
H (3.187360, 2.586831, 0.829118)
H (1.481464, 4.260571, -2.549987)
H (-3.987518, 0.948740, 3.026770)
H (-3.371096, 2.244277, -3.708237)
H (-7.533997, -2.962798, -2.611718)
C (-0.971897, 5.320679, -0.667906)
H (-3.550837, 1.016741, -2.727416)
C (3.782424, -1.792372, -4.201353)
H (1.494848, -1.687948, -6.938453)
H (-0.684858, -4.944577, 4.706031)
H (2.411733, -0.368883, 5.177600)
H (-0.881472, -1.370988, 0.131438)
C (4.365045, 2.501071, -0.865804)
C (4.036916, 3.140905, 0.429921)
H (-2.948849, -2.101074, 1.443502)
C (-0.524732, -5.233636, 2.500755)
C (1.263411, -1.920425, -3.970305)
H (4.105208, 0.534097, -0.075279)
H (-1.348011, 6.132548, -1.290421)
C (-0.767438, 4.157932, 3.458310)
C (4.258567, -4.394445, 0.226953)
O (-0.029484, 1.565525, -1.410861)
H (-0.813356, 0.772851, -5.811292)
H (-4.334619, -3.089286, 1.323606)
C (-1.266957, 1.464423, -5.101306)
H (-2.183725, 4.291519, 4.549038)
H (6.675183, -5.433859, 0.640202)
C (-1.004435, -5.619813, 3.912294)
N (-1.319288, 4.813478, 4.569441)
H (7.239466, -3.970083, 1.549501)
H (2.583521, -0.907360, -2.052293)
O (-1.835878, 4.196807, -0.874577)
H (-1.282347, -1.549220, 5.000863)
H (1.374259, 3.903401, 4.042279)
H (-0.971625, -3.036269, 2.495350)
H (-2.076017, -5.809107, 3.975422)
H (-1.464262, -0.003976, -3.555847)
H (0.955654, 1.855821, 1.130886)
H (1.770709, 0.270915, -2.758427)
H (-5.083522, 0.525782, 0.550338)
H (0.647822, 3.930740, -0.463750)
H (0.479820, 5.320895, -2.998883)
C (0.816952, 0.821639, 0.815731)
H (1.203879, 6.830723, -1.228137)
H (5.966736, -5.164227, 2.171749)
H (-0.908242, -3.646934, 0.932730)
H (2.482757, 5.601574, -1.175926)
C (0.694319, -1.934626, -6.241038)
C (2.898023, -2.362234, 1.187714)
H (3.249957, -2.745507, -0.805576)
H (-2.614425, 0.876674, 1.913485)
C (-7.837791, 0.303976, -2.785337)
H (-0.918236, 4.442570, 5.418967)
C (-0.242024, 0.747102, -0.314074)
H (4.985780, 0.467393, -1.616942)
H (2.902901, -2.917920, 2.125423)
H (3.221961, 1.951253, -2.483254)
H (-0.618775, -6.621837, 4.100191)
H (-8.657873, -1.993693, -3.327735)
O (-2.666222, -4.116916, 1.861386)
H (5.865478, -0.593105, 1.315477)
H (0.972669, 5.541673, 3.444435)
N (0.928889, -5.085854, 2.512472)
Pd (-1.170187, 3.046200, -2.631423)
H (5.170177, 3.051842, -1.352132)
H (-2.426207, 0.427536, 3.621635)
H (0.099173, -1.033384, -6.093840)
H (-1.762797, -1.912371, 7.522781)
C (4.853889, 1.030249, -0.692870)
C (1.618419, 0.137608, 4.627842)
H (-3.791718, 3.615412, -0.852727)
C (-7.000533, -0.960764, -2.591448)

Forces on the atoms, in the same order (eV/Å):
O -1.0527 0.4711 -0.2668
H 0.2810 -0.1990 0.2810
N 0.6142 0.0276 1.4797
C -0.8690 0.0540 -1.4571
H 0.1895 0.0478 -0.2089
H 0.2813 -0.7637 -0.1522
H 0.1126 -0.1158 -0.3806
H -0.5852 0.2391 0.2807
H 0.0149 0.2549 -0.5768
C 0.3876 -1.1892 -0.5476
H 0.0386 -0.0975 0.0357
H 0.0888 -0.1027 -0.1700
C -1.0745 -0.5910 0.0832
H -0.1785 0.2158 -0.1672
C 0.3131 -1.0683 0.4799
N 0.0551 0.0791 -0.1248
C -1.0566 0.0790 -0.8226
C -0.2697 0.0504 -1.0372
H -0.1057 0.1271 -0.0854
H -0.5473 -0.5930 0.0959
H -0.4652 -0.4915 0.4624
H -0.0263 -0.0973 0.0736
H -0.4218 -0.1652 -0.2293
H -0.0637 0.1936 -0.4197
H -0.1316 0.5458 0.4601
N -0.1114 -0.8124 -1.1214
H 0.1366 0.1139 0.2512
O -0.7616 -0.0174 -0.6615
H -0.1274 0.0161 0.0212
H -0.7216 -0.0458 -0.1473
H 0.2009 -0.2843 -0.2385
H 0.7586 -0.1289 -0.9190
C -1.4398 0.3977 0.9524
H -0.2344 -0.1485 -0.1848
N -0.4675 1.1490 -0.1549
H -0.3471 -0.2193 -0.2984
H -0.3126 -0.5090 -0.1341
C -0.1323 -1.5276 -1.7844
H 0.6700 0.2523 0.2767
H 0.3522 -0.5748 0.1705
H 0.1101 0.2184 -0.1547
C 0.1485 -1.7874 -0.4263
C 0.7825 0.8504 0.8956
C 0.3890 -0.1139 -0.4600
N -0.0978 -0.0228 0.0966
H -0.5455 -0.0589 0.1173
H 0.0014 -0.1185 -0.5344
H -0.6031 0.3977 -0.9188
H -0.4476 0.7118 0.2381
H -0.1167 -0.5985 -0.2967
H 0.0899 -0.0398 0.1471
O -0.1904 0.0552 0.2251
C 1.0731 0.4645 0.1725
H 0.2159 0.2601 -0.2950
H 0.9038 0.3798 0.1367
C 1.0975 -0.5321 2.2864
C -1.0453 2.1731 -0.0215
C 0.8577 1.0605 -0.0925
C -0.2165 -1.1657 -0.4721
H -0.6005 0.0638 0.1543
O 0.2587 -0.5065 -0.0939
H 0.0601 0.3810 -0.3984
N -0.8296 0.4544 1.1854
O -0.0344 0.3722 -0.0269
H 0.1659 -0.0207 0.0289
O -0.5892 -0.6302 0.0174
C 1.3697 -0.5517 1.5055
H 0.0115 0.0548 -0.2617
H -0.2252 0.2244 0.2357
H 0.1419 0.6783 -0.5894
C 0.0401 -0.1908 0.7289
H 0.8443 -0.0505 0.0382
O -0.0821 1.0452 -0.5129
H 0.2565 0.0765 -0.2286
H -0.1375 0.2129 0.2792
H -0.1220 0.3637 -0.0525
H 0.1610 -0.0161 0.8212
H -0.0360 0.2255 -0.0557
H -0.3065 -0.6088 0.0537
H 0.3847 0.2299 0.7345
H -0.1380 0.1434 0.2349
C -0.3358 1.0658 0.0223
H 1.0345 0.3821 0.1858
H -0.2844 -0.0713 0.2471
H -0.1813 0.0594 0.2254
N 0.5423 1.3608 0.8152
H 0.0941 -0.0182 -0.1871
H 0.3069 0.7147 0.5507
C 0.8580 0.6802 -0.5399
C -0.6041 0.1129 0.3304
H 0.6821 -0.1447 0.7270
H 0.1169 -0.6169 -0.0049
H -0.4307 -0.2531 -0.3208
H -0.0560 -0.1077 0.4873
H 0.4585 -1.2386 -0.1632
H 0.0065 0.5889 0.0939
H -0.2394 0.0088 -0.6060
H -0.0532 -0.0943 -0.0702
C 0.7290 -0.6967 0.1530
H -0.0852 -0.1275 0.7368
C 0.2794 -0.5066 -0.2929
H 0.5831 0.0226 0.4438
H 0.0484 0.1048 -0.2720
H 0.0107 0.3744 0.5317
H 0.1548 0.2650 0.2740
C 0.8534 -0.4273 -1.5001
C -0.2297 -0.0014 0.9897
H 0.4709 0.2551 0.0695
C -0.1688 1.8840 -0.3836
C -0.2260 -0.0887 -1.3075
H -0.3007 -0.4055 0.0362
H 0.2665 0.3293 -0.0476
C 2.6352 -0.3136 -1.5053
C -0.1044 -0.2981 0.3225
O 1.0548 -0.1121 -0.2585
H 0.1010 0.0646 -0.0316
H -0.1030 -0.3677 -0.2101
C -1.6392 -1.2013 -0.1066
H -1.3571 0.7749 0.8112
H 0.4000 0.1061 -0.3195
C -0.3545 -1.1173 -0.9415
N -1.4686 -0.3515 1.1226
H -0.0325 -0.4221 0.2519
H 0.2142 -0.3562 0.1085
O -0.0137 -0.1176 0.7745
H 0.3035 -0.1827 -0.5432
H -0.1907 0.1732 0.5773
H -0.2304 0.1838 0.7526
H -0.1776 0.6030 -0.1470
H 0.1652 0.3943 0.4923
H -0.3528 0.1860 0.1848
H -0.3326 0.4195 0.3368
H -0.2185 -0.7065 0.3870
H -0.1311 -0.0232 0.1417
H -0.6466 0.5545 -0.1122
C 0.7898 1.0616 -1.4767
H 0.2254 0.3018 0.1995
H 0.1360 0.3718 0.4870
H 0.3260 -0.5598 -0.4848
H -0.0557 -0.0972 0.0372
C -1.0829 -0.4893 -1.3852
C 1.3323 -0.5279 0.1063
H 0.6666 -0.2019 -0.5989
H 0.1993 0.1559 -0.1607
C -0.0845 0.4016 -0.4843
H 0.5694 0.1262 0.3766
C -2.0585 -0.7498 1.4682
H -0.0119 0.2194 -0.1966
H -0.1550 0.4092 0.2768
H 0.2733 -0.1763 -0.2848
H 0.4889 0.1076 0.2583
H 0.1536 0.1619 -0.0325
O 0.5947 0.1748 0.3743
H -0.2709 -0.2319 -0.1350
H -0.2264 -0.0852 0.1208
N -0.2910 -0.1363 0.3935
Pd 0.3104 -0.7960 1.1048
H 0.2023 -0.0013 -0.0305
H 0.0847 -0.2341 -0.0796
H 0.3026 0.3900 0.9248
H -0.1608 0.1497 -0.9904
C 0.7895 0.6527 1.4703
C -0.1448 -1.1400 -0.5536
H 0.0456 0.0867 0.0688
C -0.7612 0.6996 -1.6406

Results
Energy   -79514.4560 eV
Total charge   +1
2S+1   3
ΔE to the lowest compared entry with this formula, charge and spin   354.0 kJ/mol
HOMO-LUMO gap (spin up / spin down)   0.284 / 0.214 hartree